Record 1
Computed, not measured: C6H14AuClIrO2 as an isolated structure, with wB97M-V/def2-TZVPD.

Atoms and positions in Å:
Au -0.1091 0.0057 -0.0055
Ir 2.5960 -1.1256 -0.0359
Cl 1.1419 -0.7401 1.6342
O -2.8694 -0.5482 -0.3864
O -1.2106 0.4733 -1.4881
C 1.4096 -0.0933 -1.3208
C 4.4037 -0.2990 0.2349
C -3.3561 0.4718 -2.5123
C 2.6461 -3.1141 -0.4049
C -2.4325 0.0751 -1.3411
C -0.3097 1.9123 0.6418
H 5.1685 -1.0937 0.1202
H -2.9868 0.0228 -3.4454
H 0.5119 2.5328 0.2875
H 3.7074 -3.4350 -0.4056
H -4.3674 0.0982 -2.3016
H 4.5163 0.1665 1.2423
H -0.3521 1.9143 1.7215
H 4.5737 0.4823 -0.5357
H 1.6861 0.8933 -1.6374
H 2.2061 -3.3145 -1.4039
H -3.3837 1.5660 -2.6114
H -1.2464 2.2611 0.2208
H 2.0889 -3.7100 0.3546
H 1.0969 -0.7956 -2.0678

Forces on the atoms, in the same order (eV/Å):
-1.7898 -1.7098 1.4172
1.2019 -0.4248 -0.4116
0.6962 -1.3761 5.0896
0.4989 0.0276 0.2518
-2.6011 0.6278 -3.0902
1.2263 0.4644 -2.5799
2.3569 1.1828 0.8144
0.0243 -0.2727 0.4434
-0.0740 -2.4061 -0.2507
-1.6210 0.2599 -1.2315
-0.1791 3.0107 0.8986
-0.2494 0.3875 0.0774
-0.0609 0.2588 0.2604
0.0428 -0.0291 0.0037
-0.4789 0.0514 -0.0109
0.3557 0.1463 -0.1037
0.0295 -0.2656 -0.6472
0.0506 -0.0174 0.3402
-0.1076 -0.3485 0.3462
0.2509 0.3205 -0.5394
0.1948 0.0578 0.4389
0.1062 -0.3423 -0.0588
-0.0777 0.0421 -0.0434
0.3653 0.3653 -0.4874
-0.1608 -0.0105 -0.9269

The value obtained for the HOMO energy (alpha / beta) is -6.77 / -9.57 eV. The frontier orbital gap (alpha / beta) comes out at 7.07 / 6.56 eV. As for the total charge: 0. The energy relative to the best compared isomer or geometry (same formula, charge and spin) is 11.74 kcal/mol. The LUMO energy (alpha / beta) comes out at 0.299 / -3.010 eV. Its expectation value of S² is 15.76. The value obtained for the electronic energy is -1087.2630 hartree. The spin multiplicity is 8.


Record 2
Computed, not measured: C15H26AlF6IN3O5 as an isolated structure, with wB97M-V/def2-TZVPD.

Atoms and positions in Å:
I -3.3157 2.2878 -2.8737
Al -3.9400 2.5660 -0.3481
F -1.3191 4.4657 5.0628
F -0.4382 3.1682 3.1944
F -3.7953 4.4016 4.4530
F -1.8937 5.6213 2.3274
F -3.8377 2.3497 3.2065
F -4.2980 5.1157 1.9277
O -1.5374 -1.2657 -3.2796
O -1.0231 0.6674 4.9097
O -2.5577 2.0529 6.1909
O -1.3126 3.7210 0.2143
O 3.5425 -1.3933 -0.5274
N -4.0904 0.7824 0.3778
N 3.4945 -4.1750 0.2451
N 0.9362 0.2105 -3.4784
C -3.0305 3.5669 3.4523
C 5.1190 -3.0833 1.7030
C 4.7634 -3.4319 0.2587
C -5.8399 3.4274 -0.2704
C -1.5637 3.2781 4.1619
C 1.4961 -2.1296 -3.8864
C -0.4761 -1.5090 -2.3531
C -1.6847 -2.2613 -4.2797
C -2.9133 4.5364 2.0992
C -1.7305 1.9447 5.1325
C 0.9295 -1.1317 -2.8779
C 4.7095 -2.2045 -0.6814
C -7.1520 3.9002 0.0210
C -2.5646 3.6927 0.7281
C 3.5882 -0.5002 0.5742
H 4.5966 -0.1125 0.7506
H 5.6179 -1.5942 -0.5978
H 2.7445 -3.4998 0.4192
H 1.3316 -3.1604 -3.5543
H 3.2048 -0.9934 1.4694
H 2.9256 0.3440 0.3567
H -4.6337 0.7950 1.2707
H -1.6773 -0.0800 4.7144
H 4.6789 -2.5725 -1.7132
H -0.5063 -2.5460 -1.9949
H 5.5525 -4.0956 -0.1157
H 0.6559 0.8875 -2.7685
H -1.4569 -3.2633 -3.9024
H -1.0548 -2.0224 -5.1386
H 0.1714 0.2434 -4.1588
H -0.6917 -0.8762 -1.4848
H -2.7244 -2.2485 -4.6231
H 5.9491 -2.3698 1.7422
H 1.0626 -2.0171 -4.8827
H 2.5764 -1.9834 -3.9948
H 3.3138 -4.4955 -0.7065
H -3.1555 0.3301 0.4798
H -8.0603 4.4293 0.5661
H 5.4294 -3.9848 2.2426
H 4.2771 -2.6607 2.2562
H 1.6085 -1.1244 -2.0163

Forces on the atoms, in the same order (eV/Å):
0.0724 0.2020 0.6174
-1.4611 -1.1972 0.0517
-0.3579 -3.9050 -2.9717
-3.8189 0.3535 3.1657
2.1642 -2.8885 -2.8496
-3.3909 -3.0565 -0.1774
2.8790 3.6851 0.7972
4.4625 -1.4208 0.6229
0.3689 -0.5352 0.2719
-2.3238 2.6119 -0.7088
5.5482 -0.4632 -7.4140
-6.9988 0.2233 3.7229
0.6764 -0.1929 0.0023
0.5201 1.3821 0.2084
-0.0534 0.1886 -0.2900
-0.2560 -0.0545 0.1208
-1.9521 1.8228 0.9352
0.2366 -0.1219 0.1879
-0.3293 0.3492 0.1207
-9.6640 3.5048 2.5991
1.2923 0.8075 0.6850
0.2753 -0.1436 0.0241
-0.0390 0.3438 -0.0865
-0.2302 0.4483 0.0236
-0.3605 1.0464 -0.2374
-3.8286 -1.2908 5.9107
-0.3327 0.0463 -0.2149
-0.2289 -0.1423 -0.1130
8.5887 -2.4997 -0.7679
5.6855 0.6898 -2.4729
-0.4245 0.0834 -0.0890
-0.0091 -0.0999 0.0103
-0.0382 0.0474 0.1608
0.2186 -0.2112 0.0443
-0.0132 0.0638 -0.0437
0.1567 0.1190 0.1518
0.1185 -0.1587 -0.0876
0.9593 -0.2763 -0.9363
0.8616 1.7544 0.6379
-0.1391 0.0606 0.0819
0.0251 -0.1165 -0.1409
-0.1048 0.0901 -0.0987
0.0983 -0.0519 -0.1334
0.0951 0.0148 -0.0016
0.0711 -0.2429 -0.0833
0.2322 0.0187 0.1774
-0.0783 0.0414 -0.1892
0.1118 0.0686 0.1696
-0.1027 -0.0522 0.0018
-0.0471 0.0323 0.1254
-0.1440 0.0517 0.0323
0.0491 -0.0479 0.1820
-1.2257 0.3522 0.2491
2.3911 -1.4526 -1.6630
-0.0891 0.1077 -0.1143
0.0412 -0.0134 -0.1551
-0.1579 0.0239 -0.0520

The value obtained for the HOMO energy is -5.71 eV. The frontier orbital gap comes out at 6.79 eV. As for the total charge: -1. The LUMO energy comes out at 1.081 eV. The value obtained for the electronic energy is -2266.7571 hartree.


Record 3
Computed, not measured: C8H18InO as an isolated structure, with wB97M-V/def2-TZVPD.

Atoms and positions in Å:
In -0.1654 -0.5728 -2.1911
O 4.1006 -0.5476 -0.3390
C 2.5641 -0.7586 -0.4346
C -2.0449 1.0493 0.0071
C -1.8853 -0.5007 2.2954
C -2.1393 0.1698 -1.3719
C -0.4537 1.7177 2.0064
C 1.6722 0.4691 -1.3776
C 3.6281 -1.7358 -1.3817
C -1.0971 0.4125 1.1816
H -2.7702 -1.1123 1.8343
H -2.9236 -0.7278 -1.3104
H -1.1119 -1.2992 2.7179
H -2.5923 0.9004 -2.2004
H -0.1760 -0.4297 -4.0156
H 1.9456 -1.3105 0.5096
H -0.1007 -2.3679 -1.8611
H -2.2423 0.1728 3.2033
H -0.6775 1.6891 3.1543
H 3.0908 -2.6672 -0.8569
H 0.7203 1.7333 1.8455
H 1.4661 1.3473 -0.6322
H -3.1526 1.0903 0.4506
H -1.7829 2.1507 -0.3010
H 4.6694 -2.1422 -1.1024
H -0.8408 2.7534 1.5703
H 2.4726 0.7156 -2.2048
H -0.1733 -0.1988 0.8044

Forces on the atoms, in the same order (eV/Å):
-0.2643 -0.4603 -0.5315
-5.6245 -1.6337 1.3996
2.0621 2.6795 -1.8791
-1.4432 -1.0287 -0.3511
0.5777 -0.3877 -0.0569
-1.4857 0.9371 -0.1508
0.7464 0.2722 -0.4217
2.5977 -1.4621 1.6688
-0.5567 -0.8195 2.4369
0.2144 1.5471 1.1020
1.5775 1.2759 0.8480
1.6631 1.8669 0.1541
-1.6578 1.6966 -0.7405
0.8123 -1.4729 1.7126
0.0102 0.1212 0.5028
2.1772 1.3037 -2.6547
0.1253 0.4150 0.1383
0.5231 -1.4739 -1.9975
0.4569 0.0133 -2.1238
1.1203 1.1404 0.4649
-2.3576 -0.0075 0.4860
0.5941 -1.4941 -1.3283
2.2542 0.1600 -0.5991
-0.0869 -2.1751 0.8331
-1.0669 0.3695 -1.9279
0.6596 -2.2812 0.9705
-1.6309 -0.2313 1.7911
-1.9979 1.1296 0.2544

The value obtained for the HOMO energy is -4.69 eV. The frontier orbital gap comes out at 7.84 eV. As for the total charge: -1. The LUMO energy comes out at 3.146 eV. The value obtained for the electronic energy is -580.5888 hartree.


Record 4
Computed, not measured: H17O9 as an isolated structure, with wB97M-V/def2-TZVPD.

Atoms and positions in Å:
O -3.5234 -1.0445 -1.1698
O -1.4951 0.9884 1.7281
O -0.3065 -0.6317 -0.8319
O 1.4176 -2.3194 0.8788
O -1.8417 1.1629 -1.1792
O 3.5828 -0.8109 -0.8688
O 2.6935 -0.7763 2.5384
O 0.5985 3.0691 2.4277
O -1.7380 0.3065 -3.7077
H -1.7845 -0.6481 -3.5296
H 0.4502 -2.2662 0.9644
H 3.2407 0.1000 -0.9914
H 2.3377 -1.6657 2.5723
H -1.2461 1.9367 -1.2401
H -3.9463 -1.4460 -0.4109
H 0.8569 2.2050 2.8095
H -0.5493 0.8156 1.7245
H -1.7377 1.1615 0.8046
H 0.2847 -0.7656 -1.5935
H -0.1130 2.6769 1.8822
H 1.7115 -1.5942 0.3226
H 4.0376 -0.5343 -0.0550
H -1.7047 0.6200 -2.7750
H -3.1439 -0.1781 -0.9781
H -0.9670 0.2160 -0.9515
H 2.8856 -0.5774 1.6294

Forces on the atoms, in the same order (eV/Å):
0.1994 -0.1279 -0.7964
-0.0813 0.3001 -0.1889
0.0147 0.5364 0.1393
-0.6980 -0.7663 0.0367
0.8584 0.6430 0.4872
-0.4133 1.8896 1.0419
0.4153 0.9256 1.2819
-0.3870 -1.7916 -0.4372
0.3882 -0.5359 1.0729
-0.1914 0.1961 -0.5541
0.5414 0.1781 -0.2557
-0.2481 -0.6209 -1.0253
-0.0830 -0.1238 -0.5086
-0.2430 0.0941 -0.0737
0.1033 0.3968 0.3378
0.5488 0.8850 0.4287
-0.0044 -0.4165 -0.0991
0.0424 -0.1951 0.3943
-0.3866 0.2928 -0.0812
-0.1048 1.0960 0.1925
-0.1914 -0.0168 -0.2628
0.6709 -1.1307 0.0134
-0.3767 0.0462 -1.3832
-0.6147 -0.5068 0.4784
0.3090 -0.9896 0.0512
-0.0682 -0.2577 -0.2903

The value obtained for the HOMO energy (alpha / beta) is -11.39 / -11.39 eV. The frontier orbital gap (alpha / beta) comes out at 10.77 / 5.76 eV. As for the total charge: 0. The energy relative to the best compared isomer or geometry (same formula, charge and spin) is 19.00 kcal/mol. The LUMO energy (alpha / beta) comes out at -0.621 / -5.627 eV. Its expectation value of S² is 0.76. The value obtained for the electronic energy is -687.1884 hartree. The spin multiplicity is 2.


Record 5
Computed, not measured: C25H18Br3N6O3S2Ti as an isolated structure, with wB97M-V/def2-TZVPD.

Atoms and positions in Å:
Br -0.0033 4.5487 1.5826
Br 5.2712 2.5835 1.8450
Br -2.8343 2.2636 -0.8198
Ti -0.2838 0.0164 0.3872
S -0.4252 -3.4118 0.2670
S 1.4271 -0.9598 -1.1473
O -1.7214 -0.7326 -1.0642
O -0.6790 1.5354 1.7154
O -3.2676 -2.2994 -1.4606
N 6.5026 -4.3427 -1.2656
N 4.2255 -7.3844 0.3089
N -0.0881 1.8720 -0.9966
N 0.9691 -0.5790 1.9922
N -1.9952 -0.9844 1.5062
N -2.9013 -1.6506 0.6560
C 1.4896 3.4416 -1.9132
C 3.7789 -6.3491 0.0808
C 2.9447 0.8851 1.9751
C 2.0437 -2.5461 -0.7031
C 1.1649 2.2454 -1.2942
C 3.1520 -1.4911 2.3371
C -1.0635 2.7057 -1.3181
C 1.1646 3.0674 1.7375
C 3.2143 -5.0535 -0.1897
C 3.4038 2.2164 1.8486
C 1.5315 0.6810 1.9309
C 3.3934 -2.7899 -0.9664
C 3.9934 -4.0161 -0.7241
C 3.7495 -0.2441 2.1770
C 5.3879 -4.2010 -1.0178
C -2.5306 -1.5559 -0.6607
C 1.7870 -1.6249 2.2249
C 2.9306 3.8004 -2.1362
C 0.6077 1.7788 1.8065
C 1.2521 -3.5883 -0.1542
C -0.8616 3.9061 -1.9768
C 2.5352 3.2785 1.7507
C 1.8770 -4.8223 0.0817
C -2.6904 -2.4850 -2.7726
C 0.4379 4.2731 -2.2699
H 1.3024 -2.5901 2.2792
H -3.3543 -3.1772 -3.2797
H 1.9394 1.5403 -1.0120
H 3.4818 2.9604 -2.5595
H 4.8231 -0.1329 2.2284
H 3.9922 -1.9833 -1.3683
H 3.0258 4.6529 -2.8082
H 1.2789 -5.6224 0.4970
H -3.1915 -2.5744 0.9454
H 0.6335 5.2179 -2.7638
H -1.4014 -1.6568 1.9923
H -2.6407 -1.5342 -3.2971
H -1.6924 -2.9042 -2.6563
H 3.7537 -2.3717 2.5190
H -2.4864 -0.3712 2.1456
H 2.9224 4.2863 1.6819
H 3.4087 4.0566 -1.1881
H -1.7022 4.5383 -2.2189

Forces on the atoms, in the same order (eV/Å):
-0.0089 0.0197 0.0034
-0.0178 -0.0041 -0.0020
-0.0116 -0.0187 0.0187
0.0711 -0.6385 -0.4873
-0.0651 0.0061 0.0004
0.1315 -0.0788 -0.2299
0.0266 0.1748 0.0252
0.1380 0.0192 0.1406
0.1617 -0.3740 0.0329
0.0145 0.0201 0.0098
-0.0231 -0.0280 -0.0078
0.0190 -0.0495 0.0159
0.1623 0.2034 0.3013
-0.1446 -0.0864 0.0492
0.0580 0.0783 -0.0448
0.0136 0.0059 -0.0141
-0.0037 0.1647 -0.0055
0.0086 -0.0436 -0.0261
0.0045 0.1017 0.0118
-0.0148 -0.0058 -0.0125
0.0521 0.0355 0.0086
-0.0082 0.0643 -0.0567
0.0253 0.0064 0.0196
0.0811 -0.1292 0.0101
0.0202 0.0150 -0.0022
-0.1789 0.0889 0.1059
0.0012 0.0281 -0.0318
0.1236 -0.0148 -0.0091
-0.0122 -0.0411 0.0128
-0.1461 -0.0198 0.0065
-0.3195 0.5166 -0.0260
-0.0285 0.0926 -0.0372
-0.0097 -0.0062 0.0080
-0.1046 -0.0793 0.1285
0.0545 -0.0104 -0.0098
-0.0251 -0.0471 0.0055
0.0057 -0.0003 -0.0022
-0.0972 -0.0051 0.0307
-0.0289 0.0241 0.0702
0.0330 0.0144 -0.0169
0.0062 -0.0029 0.0173
0.0045 -0.0061 -0.0014
0.0041 0.0137 -0.0003
-0.0014 -0.0019 0.0023
0.0006 -0.0073 0.0003
-0.0084 0.0017 0.0007
-0.0023 -0.0005 -0.0018
-0.0008 0.0009 -0.0035
-0.0149 0.0017 0.0009
0.0010 -0.0019 0.0027
0.0049 -0.0155 -0.0164
-0.0065 0.0115 -0.0073
0.0091 0.0015 -0.0255
0.0054 0.0024 -0.0013
0.0503 0.0034 0.0369
-0.0096 0.0041 0.0014
0.0026 -0.0009 0.0003
-0.0026 -0.0028 0.0011

The value obtained for the HOMO energy (alpha / beta) is -3.00 / -4.45 eV. The frontier orbital gap (alpha / beta) comes out at 5.06 / 6.50 eV. As for the total charge: -1. The energy relative to the best compared isomer or geometry (same formula, charge and spin) is 21.86 kcal/mol. The LUMO energy (alpha / beta) comes out at 2.063 / 2.050 eV. Its expectation value of S² is 2.04. The value obtained for the electronic energy is -10885.8268 hartree. The spin multiplicity is 3.